(1)
The following is a DFT calculation (ωB97M-V with the def2-TZVPD basis set) of a 2-piece molecular cluster, C4H11NS2 overall.

Values from the calculation:
total charge = +1
HOMO energy (alpha / beta) = -13.7565 / -13.7214 eV
gap between HOMO and LUMO (alpha / beta) = 0.1752 / 0.1828 Ha
spin multiplicity = 2
E = -27474.706 eV

Atoms and positions in Å:
N1 -2.8803 -0.6732 -1.0755
C1 -1.4280 -0.9457 -1.0776
C2 -0.8811 -1.5015 0.2095
S1 -1.1569 -0.4395 1.6190
S2 1.2640 0.2448 -1.2026
C3 1.3377 1.1209 0.3975
C4 2.7017 1.6838 0.7602
H1 -3.1307 -0.0611 -0.3120
H2 -3.3204 -1.5753 -0.9000
H3 -1.1602 -1.6022 -1.9064
H4 -0.9129 0.0037 -1.2643
H5 -1.3248 -2.4439 0.5529
H6 0.2112 -1.6695 0.1280
H7 0.6307 1.9456 0.3394
H8 0.9725 0.3197 1.0722
H9 3.1082 2.3071 -0.0329
H10 3.4261 0.9383 1.0784
H11 2.5433 2.3481 1.6144

---

(2)
The following is a DFT calculation (ωB97M-V with the def2-TZVPD basis set) of an isolated ion of composition C6H14NO and charge -1.

Values from the calculation:
total charge = -1
SMILES = CCN(CC)CC[O-]
HOMO energy = -2.0779 eV
gap between HOMO and LUMO = 0.2160 Ha
E = -9984.087 eV

Atoms and positions in Å:
C1 2.2560 -0.2826 -1.1010
C2 0.8262 -0.8592 -1.0872
N1 0.0853 -0.0418 -0.0911
C3 -1.1536 -0.8069 0.4596
C4 -0.5486 -1.6568 1.7021
C5 -0.4040 1.2996 -0.5963
C6 -1.0020 2.1804 0.4871
O1 -2.3586 2.1224 0.1078
H1 3.0697 -1.0944 -1.0472
H2 2.3890 0.3688 -1.9902
H3 2.4858 0.4668 -0.2499
H4 0.8717 -1.9221 -0.8172
H5 0.2364 -0.8769 -2.0660
H6 -1.8345 -0.1667 0.9114
H7 -1.4047 -1.4756 -0.3168
H8 0.3172 -2.1998 1.4714
H9 -1.2572 -2.3403 2.0487
H10 -0.3941 -0.9460 2.5240
H11 -1.2802 1.2412 -1.2704
H12 0.4608 1.9266 -0.9261
H13 -0.7946 1.9003 1.5523
H14 -0.5661 3.1633 0.2950

---

(3)
The following is a DFT calculation (ωB97M-V with the def2-TZVPD basis set) of C8H10 as an isolated structure.

Values from the calculation:
HOMO energy = -7.1143 eV
gap between HOMO and LUMO = 0.2861 Ha
E = -8451.807 eV

Atoms and positions in Å:
C1 -0.5690 0.6119 -1.2502
C2 -0.9308 0.6032 -2.5346
C3 0.8108 0.5772 -0.5881
C4 -1.1249 0.5121 0.0868
C5 0.5434 -0.7026 0.1629
C6 0.1628 0.5575 0.8116
C7 0.2648 -2.1219 0.0051
C8 0.5876 1.1461 2.1732
H1 -1.9605 0.3307 -2.7867
H2 -0.2901 0.7749 -3.3658
H3 1.7306 0.8804 -0.9266
H4 -2.1334 0.3664 0.5517
H5 -0.2880 -2.2804 -0.8358
H6 -0.0710 -2.4993 0.9531
H7 1.1376 -2.7733 0.0324
H8 0.2593 2.0969 2.3795
H9 1.5685 1.3306 2.1820
H10 0.3022 0.5895 2.9497